{
  "formula": "C25H63AsCl2F6N4O11Pb",
  "method": "wB97M-V/def2-TZVPD",
  "gap_ev": 7.40,
  "charge": 0,
  "symbols": ["N", "O", "C", "H", "Pb", "O", "C", "O", "C", "H", "C", "H", "H", "C", "C", "H", "H", "H", "H", "H", "H", "F", "H", "H", "H", "H", "C", "F", "H", "H", "C", "H", "As", "H", "F", "C", "N", "H", "H", "H", "H", "H", "H", "H", "C", "O", "H", "H", "H", "H", "H", "H", "F", "H", "H", "H", "H", "H", "H", "F", "O", "H", "C", "H", "C", "H", "C", "H", "N", "Cl", "O", "H", "H", "C", "Cl", "C", "H", "H", "H", "H", "H", "H", "H", "C", "O", "H", "H", "H", "H", "H", "H", "C", "C", "N", "H", "H", "O", "C", "H", "H", "F", "H", "C", "O", "O", "C", "C", "C", "C", "H", "O", "C", "H"],
  "coordinates": [[-0.45181, 1.39164, -4.04113], [1.34715, -5.79115, -4.48393], [-4.24633, 2.23030, -2.80933], [-2.61557, 0.26437, -2.82924], [0.81728, 3.97375, -1.18148], [1.08071, -4.95163, 3.00327], [3.95887, 5.12137, -2.09704], [0.82056, -3.62676, -4.20871], [-3.30094, 0.69021, 1.55386], [-1.24456, 2.48147, -1.23959], [0.76778, -4.79190, -4.83737], [2.90433, 7.52594, -2.50604], [4.78738, 2.78262, -3.61331], [2.49314, 6.70578, -3.09235], [-0.70265, -1.28753, 3.78195], [-0.47827, 5.06033, 4.13913], [0.84814, -4.83600, 0.96159], [2.48951, -4.77777, 1.44180], [-2.60317, 2.14949, 2.98119], [-1.74096, -6.53568, -8.05161], [-2.02160, -6.56600, -6.27783], [2.87468, 0.13961, -0.68806], [1.15721, 5.15924, 4.03225], [1.36882, -3.38060, 1.60628], [-5.26547, 2.13542, -3.21220], [-0.42054, -2.23410, 3.32989], [3.89112, 2.75299, -2.99193], [1.20992, -0.40056, -2.37730], [-0.42756, 2.83135, 3.29084], [-0.47626, -0.50299, 3.06375], [-1.60632, -6.00175, -7.10985], [1.36600, -4.42211, -2.42526], [1.16277, -0.18128, -0.66451], [-1.79994, 1.02073, -5.55258], [-0.55589, -0.42788, -0.75311], [-5.24530, -2.06436, 0.06890], [-2.72366, 1.51143, 0.46160], [2.36591, -6.97987, 6.44993], [-3.65848, 0.01699, -4.20410], [-0.83572, 3.22411, 5.62854], [1.42782, -4.05297, 6.93228], [1.19881, 2.25587, 7.82932], [-1.65419, -1.24419, -5.81786], [-4.27130, 2.46015, 2.50739], [1.49717, -4.45293, 1.75286], [-3.27919, 2.00767, -3.80464], [0.25935, 1.75815, 5.38764], [-5.10416, 0.62422, 0.41589], [1.12230, -6.53014, 7.55441], [1.43609, 6.78651, -3.34250], [1.15116, -2.71614, -2.36242], [-5.66163, -2.58485, 0.94251], [0.90738, 1.58108, -0.84758], [0.43296, -6.54468, -6.52678], [2.62137, -3.44680, -3.14653], [0.41580, -5.36634, -7.76081], [-2.38461, 0.86100, -0.24930], [5.22903, 3.53296, -1.49660], [-2.52887, -0.05131, 1.76942], [1.42312, -1.85725, -0.33100], [1.13921, 3.44579, 6.11863], [3.61887, 3.66564, 0.09769], [0.93566, 3.26343, 7.49115], [-1.24692, -1.65607, -4.23486], [1.94478, -4.84858, 6.39811], [-4.20619, 3.27969, -2.51004], [1.68652, 2.77560, 3.24852], [2.94105, 6.76149, -4.09231], [3.19504, 3.22294, -0.72948], [-2.38264, -1.18640, 4.26902], [1.26329, -5.06971, 5.16681], [3.02840, 3.08137, -3.57484], [-2.18534, -5.08578, -7.23794], [2.06156, -6.17619, 7.11911], [0.35000, -1.03508, 5.16013], [-4.55540, -0.03633, 1.10209], [1.45737, 4.00815, 8.09141], [2.73404, -6.12121, 7.97569], [1.80147, 3.15761, 2.23412], [3.47038, 2.27516, -0.45178], [-0.03127, -0.92369, -5.11761], [-1.82186, 1.79889, 0.84247], [-4.85134, -2.80226, -0.62492], [-1.55263, 0.56632, -4.58195], [-0.02997, -4.68370, -5.88046], [4.65559, 5.50482, -2.85394], [3.68442, 1.71738, -2.72156], [-5.27613, -0.29751, 1.88772], [-6.07054, -1.48043, -0.35267], [-4.16016, 1.65848, -1.88489], [0.28552, 1.34750, -4.74319], [-3.54479, 1.67210, 2.69791], [-2.86247, 0.67163, -3.82611], [0.33317, 4.73282, 3.62270], [-0.11521, 3.41453, 7.77706], [2.58959, 2.84281, 3.85471], [-4.17675, -1.24282, 0.46478], [1.70215, -4.46144, 4.07850], [-3.85168, 1.13492, 3.59833], [2.97988, -4.53516, 6.25046], [1.04131, 0.11878, 1.04641], [4.32810, 5.68074, -1.22082], [0.39197, 3.28244, 3.86156], [-1.43018, 3.30650, -1.70909], [2.65138, 5.42363, -2.50723], [1.54504, -3.50365, -2.99396], [0.14008, 2.84320, 5.30752], [4.18076, 3.65129, -1.77452], [-1.10842, -0.84197, -4.96092], [-0.05709, 0.73781, -3.36588], [2.40830, -3.48477, 4.03137], [-0.15170, -5.69380, -6.88819], [1.59513, 1.69381, 3.09256]],
  "mulliken_charge": [-0.340, -0.614, -0.532, -0.119, 1.332, -0.382, -0.828, -0.167, 1.389, 0.181, 0.713, 0.340, 0.443, -0.925, 0.739, 0.264, 0.290, 0.348, -0.159, 0.378, 0.294, -0.544, 0.292, 0.137, 0.384, 0.101, -1.313, -0.570, -0.798, -0.467, -1.137, 0.373, 2.057, 0.245, -0.341, -0.869, -0.446, 0.310, 0.393, 0.539, 0.288, 0.265, 0.539, 0.367, -0.537, -0.338, 0.023, 0.311, 0.297, 0.294, 0.004, 0.310, -0.377, 0.355, 0.333, 0.314, -0.168, 0.466, -0.186, -0.445, -0.317, 0.270, -0.771, 0.337, -0.188, 0.206, -1.507, 0.317, -0.452, -0.164, -0.321, 0.295, 0.287, -1.174, -0.240, -1.026, 0.263, 0.364, 0.302, 0.084, 0.297, 0.080, 0.244, 0.580, -0.297, 0.448, 0.287, 0.507, 0.321, 0.061, 0.360, -0.845, -0.299, -0.678, 0.316, 0.370, -0.246, 0.835, 0.393, 0.300, -0.549, 0.420, 1.656, -0.824, -0.179, -0.610, -0.502, 0.151, -1.596, -0.075, -0.558, -0.295, 0.251]
}